C5H8O | wB97M-V/def2-TZVPD

SMILES: C[C@]1(O)C=CC1
2S+1: 1
Frontier orbital gap (eV): 10.782
Net charge: 0
LUMO energy (eV): 1.0
Energy above the lowest of the compared OMol25 structures with the same formula, charge and spin (kJ/mol): 310.6

Each line ends with the Mulliken charge.
Positions of all 14 atoms, in Å:
C  1.92  0.33  -0.22  -0.3372
C  0.97  0.64  -1.09  -1.0738
C  0.91  -0.01  0.85  -0.6630
C  -0.13  0.25  -0.16  1.1480
C  -1.36  -0.61  -0.43  -1.1434
O  -0.76  1.74  0.31  -0.6214
H  2.97  0.35  -0.17  0.4204
H  1.08  1.05  -2.05  0.4555
H  0.83  -1.05  1.08  0.2640
H  0.98  0.66  1.74  0.2494
H  -1.91  -0.07  -1.23  0.2959
H  -1.94  -0.53  0.49  0.2883
H  -0.93  -1.51  -0.65  0.4119
H  -1.10  1.48  1.27  0.3055



C21H27N3O4S | wB97M-V/def2-TZVPD

SMILES: COCCC(=O)N1CCC(Oc2ccc(C(=O)NCc3csc(C)n3)cc2)CC1
2S+1: 1
Frontier orbital gap (eV): 9.350
Net charge: 0
LUMO energy (eV): 0.6
Energy above the lowest of the compared OMol25 structures with the same formula, charge and spin (kJ/mol): 173.5

Each line ends with the Mulliken charge.
Positions of all 56 atoms, in Å:
C  2.48  3.22  -0.48  -0.8277
O  3.45  2.35  0.03  -0.2216
C  4.74  2.62  -0.46  -0.5316
C  5.75  1.65  0.16  -0.8272
C  5.74  0.30  -0.55  0.6973
O  6.43  0.13  -1.55  -0.6966
N  4.99  -0.69  -0.02  0.1852
C  4.07  -0.52  1.09  -0.3883
H  4.63  -0.44  2.03  0.3171
C  3.10  -1.70  1.19  -1.1648
H  2.32  -1.43  1.89  0.5205
H  3.60  -2.59  1.56  0.4071
C  2.49  -2.02  -0.18  0.2948
C  3.61  -2.32  -1.21  -0.8021
C  4.99  -1.99  -0.66  -1.0975
H  5.31  -2.75  0.07  0.3418
H  5.72  -1.95  -1.47  0.4868
H  3.41  -1.69  -2.08  0.2868
H  3.58  -3.36  -1.52  0.3394
H  1.83  -2.89  -0.09  0.4207
O  1.77  -0.92  -0.70  -0.4497
C  0.55  -0.59  -0.22  0.6058
C  -0.17  -1.29  0.75  -0.3526
C  -1.42  -0.86  1.15  -0.9401
C  -1.99  0.28  0.60  0.5304
C  -1.26  0.99  -0.37  -0.8163
C  -0.03  0.55  -0.78  -0.5073
H  0.53  1.08  -1.53  0.6005
H  -1.70  1.88  -0.78  0.4315
C  -3.31  0.82  1.01  0.2352
O  -3.58  2.00  0.96  -0.6660
N  -4.19  -0.11  1.46  -0.1467
H  -4.02  -1.09  1.26  0.2958
C  -5.56  0.25  1.78  -1.0944
C  -6.42  0.25  0.55  0.2786
C  -6.50  1.27  -0.35  -0.1965
S  -7.55  0.85  -1.65  -0.2118
C  -7.80  -0.71  -0.87  0.6466
N  -7.16  -0.85  0.23  -0.5741
C  -8.69  -1.73  -1.47  -1.0350
H  -8.71  -2.61  -0.83  0.3029
H  -9.70  -1.33  -1.57  0.2983
H  -8.34  -2.01  -2.46  0.3011
H  -6.00  2.22  -0.32  0.4889
H  -5.53  1.26  2.20  0.3598
H  -5.96  -0.45  2.50  0.3979
H  -1.94  -1.41  1.92  0.4505
H  0.24  -2.18  1.21  0.4013
H  3.50  0.40  0.93  0.2793
H  5.55  1.55  1.23  0.2848
H  6.75  2.06  0.01  0.4027
H  4.76  2.52  -1.56  0.3992
H  5.02  3.65  -0.21  0.3969
H  2.71  4.26  -0.23  0.3068
H  1.53  2.94  -0.03  0.2006
H  2.40  3.13  -1.58  0.3548



C5H5N | wB97M-V/def2-TZVPD

2S+1: 1
Frontier orbital gap (alpha / beta) (eV): 7.754 / 7.706
Net charge: 0
LUMO energy (alpha / beta) (eV): -0.1 / -0.4
Energy above the lowest of the compared OMol25 structures with the same formula, charge and spin (kJ/mol): 719.4

Each line ends with the Mulliken charge.
Positions of all 11 atoms, in Å:
C  -0.15  -0.06  -1.95  -0.4631
C  -0.27  -0.11  2.49  -0.5705
C  0.56  0.74  -1.15  -0.3184
C  0.14  0.35  1.37  0.1750
C  -0.70  -0.74  -0.76  -0.3282
N  0.18  -0.04  0.08  -0.0233
H  -0.33  -0.18  -3.02  0.3734
H  -0.08  -1.15  2.80  0.2595
H  1.26  1.56  -0.89  0.3765
H  0.45  1.36  1.55  0.1921
H  -1.08  -1.74  -0.53  0.3270



C11H25ClGaNO2PPb | wB97M-V/def2-TZVPD

2S+1: 1
Frontier orbital gap (eV): 2.779
Net charge: +1
LUMO energy (eV): -7.5
Energy above the lowest of the compared OMol25 structures with the same formula, charge and spin (kJ/mol): 0.0

Each line ends with the Mulliken charge.
Positions of all 43 atoms, in Å:
C  3.97  0.50  0.95  -1.5567
C  3.23  0.80  -0.39  -0.3359
C  2.59  -0.44  -0.99  -0.0963
C  1.70  -0.21  -2.18  -1.3702
C  0.63  0.81  -1.88  -1.3765
Ga  -0.83  0.08  -0.61  -0.3856
C  -1.46  -1.74  -1.21  -0.7279
C  -1.50  -2.87  -0.19  -0.7754
C  -2.32  -2.63  1.04  -0.3597
Cl  -3.88  -1.86  0.70  -0.1763
C  -2.38  1.42  -0.74  -0.6104
C  -3.23  1.65  0.48  -0.5881
O  -3.43  3.06  0.71  -0.3967
C  -2.37  3.59  1.33  0.0969
O  -1.61  4.35  0.84  -0.4526
P  -0.03  0.09  1.66  0.0803
N  0.91  -1.20  2.05  -0.5873
H  5.06  0.51  0.84  0.4401
H  3.63  -0.46  1.38  0.5204
H  3.77  1.26  1.67  0.3255
H  3.97  1.18  -1.06  0.4418
H  2.51  1.56  -0.23  0.3937
H  2.10  -1.07  -0.27  0.7460
H  3.44  -1.07  -1.43  -0.0591
H  1.28  -1.12  -2.55  0.4058
H  2.35  0.14  -2.97  0.5096
H  0.10  0.98  -2.79  0.5941
H  1.03  1.76  -1.59  0.6969
H  -2.44  -1.61  -1.63  0.6092
H  -0.84  -2.09  -2.02  0.5054
H  -0.51  -3.16  0.11  0.2221
H  -1.92  -3.73  -0.67  0.4243
H  -2.57  -3.57  1.47  0.4751
H  -1.81  -2.07  1.80  0.0106
H  -2.96  1.06  -1.57  0.4736
H  -1.92  2.35  -1.03  0.5868
H  -2.85  1.18  1.38  0.2539
H  -4.20  1.26  0.30  0.2499
H  -2.28  3.26  2.37  0.4394
H  0.73  1.25  1.96  0.0564
H  -1.13  0.13  2.53  0.1662
H  0.50  -1.73  2.81  0.2801
Pb  4.97  -1.60  -0.37  0.8505



C3H7O4 | wB97M-V/def2-TZVPD

2S+1: 1
Frontier orbital gap (eV): 8.094
Net charge: -1
LUMO energy (eV): 3.6
Energy above the lowest of the compared OMol25 structures with the same formula, charge and spin (kJ/mol): 59.7

Each line ends with the Mulliken charge.
Positions of all 14 atoms, in Å:
O  -0.69  1.50  -0.33  -0.8047
C  -1.26  0.41  0.00  0.4824
O  -2.32  0.00  -0.42  -0.7048
C  -0.52  -0.44  1.07  -0.4758
C  0.90  -0.43  0.72  -0.1134
O  1.62  -1.51  1.48  -0.5636
H  -1.00  -1.42  1.14  0.2976
H  -0.72  -0.12  2.09  0.2217
H  0.96  -0.74  -0.36  0.1069
H  1.49  0.41  0.94  0.2504
H  2.32  -1.07  1.91  0.2990
H  0.13  1.28  -2.10  0.3727
H  -0.87  0.88  -3.08  0.3064
O  -0.03  1.23  -3.05  -0.6749



C3H5NO2 | wB97M-V/def2-TZVPD

2S+1: 1
Frontier orbital gap (eV): 10.513
Net charge: 0
LUMO energy (eV): 0.9
Energy above the lowest of the compared OMol25 structures with the same formula, charge and spin (kJ/mol): 153.1

Each line ends with the Mulliken charge.
Positions of all 11 atoms, in Å:
O  1.88  -1.26  -0.44  -0.4919
C  1.62  -0.37  0.33  0.0808
C  0.40  0.51  0.21  -0.3465
N  -0.47  0.00  -0.82  -0.4794
C  -2.80  -0.49  -0.01  0.1287
O  -2.56  -0.47  1.11  -0.1795
H  2.30  -0.14  1.19  0.3403
H  -0.10  0.52  1.19  0.2304
H  0.77  1.54  0.05  0.2529
H  0.04  -0.55  -1.50  0.1991
H  -1.06  0.68  -1.27  0.2652



C4H4I2 | wB97M-V/def2-TZVPD

2S+1: 1
Frontier orbital gap (eV): 6.579
Net charge: 0
LUMO energy (eV): -1.8
Energy above the lowest of the compared OMol25 structures with the same formula, charge and spin (kJ/mol): 314.0

Each line ends with the Mulliken charge.
Positions of all 10 atoms, in Å:
C  0.30  -0.91  0.91  -0.3014
C  0.89  -0.37  2.18  -0.5131
C  -0.26  -0.56  -0.37  0.4925
C  -0.17  0.72  -1.08  -1.1666
I  0.70  1.71  2.56  -0.0042
I  -1.39  -2.07  -1.34  0.1255
H  0.22  -1.94  1.17  0.2858
H  0.84  0.99  -1.23  0.3441
H  -0.53  1.61  -0.70  0.3766
H  -0.60  0.83  -2.11  0.3607



C2H4O2 | wB97M-V/def2-TZVPD

2S+1: 1
Frontier orbital gap (eV): 11.170
Net charge: 0
LUMO energy (eV): 0.9
Energy above the lowest of the compared OMol25 structures with the same formula, charge and spin (kJ/mol): 131.6

Each line ends with the Mulliken charge.
Positions of all 8 atoms, in Å:
C  -1.01  -0.45  0.02  -0.5124
O  0.10  -1.27  0.33  -0.4565
C  1.90  1.12  -0.18  0.0342
O  2.12  2.19  0.11  -0.1074
H  -0.73  0.40  -0.62  0.2147
H  -1.48  -0.07  0.93  0.2329
H  -1.75  -1.04  -0.53  0.2222
H  0.90  -0.84  0.02  0.3722



no.,calculated total energy (eV)
1,-7359.0357
2,-45711.4667
3,-6748.4513
4,-96818.4773
5,-11415.8395
6,-8776.1084
7,-20409.1660
8,-6232.9436